C40H43BrN7OSTl | ωB97M-V/def2-TZVPD

Each line ends with the Löwdin charge.
Atoms and positions in Å:
Tl1 9.83 9.96 17.49  0.892
C1 3.94 11.02 18.53  -0.093
C2 4.93 10.99 19.67  -0.330
N1 6.04 11.81 19.45  -0.043
C3 7.16 11.44 18.81  -0.747
S1 7.53 9.72 18.68  0.648
N2 7.97 12.46 18.46  -0.013
N3 9.23 12.18 18.07  -0.047
C4 9.80 13.18 17.52  -0.284
C5 9.27 14.53 17.25  -0.026
C6 11.18 12.96 17.04  -0.235
C7 12.01 13.91 16.57  -0.013
C8 13.38 13.63 16.32  -0.046
C9 13.74 12.32 16.41  -0.046
C10 12.75 11.37 16.75  -0.127
N4 11.59 11.71 17.21  0.081
H1 3.09 10.37 18.82  0.066
H2 3.75 12.07 18.23  0.085
H3 4.23 10.39 17.66  0.080
H4 4.49 11.36 20.58  0.106
H5 5.31 9.99 19.90  0.078
H6 6.01 12.82 19.58  0.145
H7 9.87 15.18 17.88  0.087
H8 9.46 14.89 16.21  0.096
H9 8.22 14.50 17.46  0.061
H10 11.65 14.90 16.39  0.091
H11 14.15 14.40 16.14  0.109
H12 14.76 12.05 16.15  0.106
H13 12.99 10.31 16.91  0.094
C11 15.64 11.93 24.66  -0.070
C12 14.09 11.91 24.78  -0.557
C13 13.82 10.86 25.88  -0.071
C14 13.57 13.30 25.26  -0.054
C15 13.45 11.51 23.52  -0.240
C16 14.06 11.27 22.31  -0.121
C17 13.34 10.70 21.27  -0.517
Br1 14.39 10.24 19.68  0.689
C18 11.93 10.46 21.29  -0.442
O1 11.36 10.07 20.22  -0.164
C19 11.28 10.85 22.51  -0.098
C20 12.07 11.23 23.55  -0.025
C21 9.77 10.51 22.67  -0.497
C22 9.54 8.99 22.46  -0.038
C23 8.94 11.30 21.63  -0.061
C24 9.19 10.87 24.06  -0.089
H14 16.18 12.21 25.55  0.065
H15 16.09 12.38 23.78  0.067
H16 15.96 10.87 24.56  0.086
H17 14.28 11.16 26.85  0.080
H18 14.20 9.91 25.52  0.077
H19 12.71 10.77 26.14  0.094
H20 13.69 13.40 26.34  0.056
H21 12.51 13.58 25.04  0.088
H22 14.28 14.09 24.86  0.088
H23 15.10 11.48 22.17  0.073
H24 11.52 11.55 24.39  0.079
H25 9.84 8.72 21.47  0.056
H26 8.41 8.88 22.54  0.095
H27 10.08 8.45 23.23  0.077
H28 9.32 11.20 20.63  0.035
H29 8.97 12.35 21.93  0.083
H30 7.93 11.04 21.62  0.045
H31 9.50 10.27 24.90  0.061
H32 8.06 10.67 24.07  0.094
H33 9.19 11.97 24.21  0.083
N5 14.55 8.96 8.73  0.063
C25 13.78 8.94 9.56  -0.312
C26 12.94 8.83 10.66  -0.313
C27 13.33 7.92 11.74  -0.066
C28 12.62 7.89 12.90  -0.068
C29 11.52 8.84 13.21  -0.134
C30 11.02 9.55 11.92  -0.048
C31 11.74 9.46 10.81  -0.156
C32 11.03 9.10 14.44  -0.150
C33 11.16 8.09 15.55  -0.240
C34 11.23 6.72 15.60  -0.108
C35 11.26 6.22 16.92  -0.090
C36 11.36 7.42 17.70  -0.216
N6 11.34 8.52 16.90  -0.091
C37 10.21 10.28 14.60  -0.296
C38 10.23 11.53 13.93  -0.072
C39 9.07 12.23 14.36  -0.149
C40 8.46 11.51 15.33  -0.230
N7 9.16 10.31 15.52  -0.083
H34 14.23 7.24 11.74  0.109
H35 12.93 7.21 13.69  0.076
H36 10.02 9.90 11.95  0.081
H37 11.32 9.97 9.97  0.098
H38 11.18 6.07 14.75  0.090
H39 11.28 5.20 17.16  0.054
H40 11.41 7.42 18.79  0.091
H41 10.81 11.84 13.07  0.091
H42 8.77 13.28 14.14  0.091
H43 7.67 11.77 16.03  0.082

Properties
LUMO ... 0.1393 Ha
Total charge ... -2
Orbital gap ... 4.06 eV
E_HOMO ... -0.27 eV
Energy relative to the best compared isomer or geometry (same formula, charge and spin) ... 90.6 kcal/mol